Here is a cluster of 2 separate species, C4H13N2O in total from OMol25. Energies are from ωB97M-V with the def2-TZVPD basis set.

Results
ΔE to the lowest compared entry with this formula, charge and spin (kcal per mole): 62.8
Expectation value of S²: 0.7532
HOMO-LUMO gap (spin up / spin down) (eV): 4.36 / 8.34
Highest occupied orbital energy (spin up / spin down) (Eh): -0.124 / -0.284
Spin multiplicity: 2

Geometry (Å):
C (-0.2374, -1.7250, 1.1102)
C (0.7880, -0.5284, 0.8111)
C (0.8929, 0.0744, -0.5246)
C (1.7607, 1.1125, -0.6280)
N (-0.2649, -0.0359, -1.5622)
N (-1.5170, -1.4159, 0.4837)
H (0.2161, -2.6531, 0.7286)
H (-0.1767, -1.8411, 2.1505)
H (1.7635, -0.8548, 1.1905)
H (0.5428, 0.2275, 1.6197)
H (2.5174, 1.2406, 0.0678)
H (1.7312, 1.7311, -1.5366)
H (-0.9959, 0.6904, -1.4483)
H (-0.5881, -0.9431, -1.2876)
H (0.0144, 0.0445, -2.5181)
H (-2.0889, -2.2444, 0.2911)
H (-2.2084, -1.0096, 1.1825)
H (-0.7068, 3.0408, -0.7547)
H (-0.5621, 2.7088, 0.7273)
O (-0.8808, 2.3808, -0.1031)

Forces on atoms 1 to 3 (eV/Å):
2.361 0.994 -2.107
-1.854 -1.199 2.061
0.156 -0.871 -1.113